(1)
Computed, not measured: one molecule with the formula C5H8O at a distorted geometry, with ωB97M-V/def2-TZVPD.

Last column: natural (NBO) charge in e.
Element x y z (Å)
C: 0.008 2.426 -0.688  -0.356
C: -0.929 1.449 -0.492  -0.265
C: -0.736 -0.060 -0.261  0.307
O: -1.813 -0.710 0.256  -0.686
C: 0.481 -0.790 -0.465  -0.326
C: 1.018 -1.786 0.642  -0.673
H: -0.237 3.283 -1.270  0.189
H: 0.908 2.637 -0.111  0.207
H: -1.729 1.873 0.130  0.232
H: -1.625 -1.739 0.498  0.498
H: 1.273 -0.344 -1.208  0.220
H: 0.549 -1.536 1.703  0.211
H: 0.685 -2.909 0.596  0.205
H: 2.145 -1.796 0.669  0.238

The net charge is 0. The value obtained for the relative energy (zero: lowest compared OMol25 entry of this formula, charge and spin) is 495.1 kJ/mol. For the electronic energy, the calculation gives -7357.124 eV. The HOMO energy is -0.276 Eh.

---

(2)
Computed, not measured: C30H23N8O2PtS as an isolated structure, with ωB97M-V/def2-TZVPD.

Last column: Löwdin spin population.
Element x y z (Å)
Pt: 0.342 -0.132 -0.003  1.367
O: -3.716 0.751 -0.473  0.428
C: -2.488 0.718 -0.603  0.029
N: -1.707 0.099 0.308  0.076
C: -2.442 -0.588 1.206  0.032
O: -3.676 -0.489 1.222  0.456
C: -1.706 -1.511 2.114  0.034
C: -2.390 -2.429 2.885  0.002
C: -1.644 -3.320 3.652  -0.001
C: -0.265 -3.242 3.613  -0.001
C: 0.336 -2.272 2.813  0.006
N: -0.365 -1.420 2.073  0.092
C: -1.796 1.235 -1.817  0.035
C: -2.499 1.864 -2.825  0.003
C: -1.809 2.219 -3.981  -0.003
C: -0.462 1.921 -4.074  0.000
C: 0.169 1.291 -3.005  0.006
N: -0.481 0.959 -1.895  0.117
H: -3.471 -2.451 2.876  0.002
H: -2.140 -4.061 4.265  0.000
H: 0.352 -3.917 4.190  0.000
H: 1.415 -2.180 2.769  0.001
H: -3.558 2.052 -2.713  0.002
H: -2.325 2.707 -4.797  0.000
H: 0.104 2.160 -4.964  0.001
H: 1.221 1.036 -3.047  0.001
C: -2.512 -4.937 -1.055  0.000
C: -1.281 -5.350 -0.556  0.001
C: -0.223 -4.460 -0.484  0.004
C: -0.424 -3.149 -0.906  0.012
C: -1.654 -2.724 -1.401  -0.001
C: -2.698 -3.628 -1.486  0.000
N: 0.619 -2.188 -0.835  0.147
N: 1.785 -2.597 -0.907  0.021
C: 2.778 -1.606 -0.732  0.012
C: 4.085 -1.940 -1.027  0.001
C: 5.066 -0.974 -0.856  -0.001
C: 4.701 0.277 -0.381  0.002
C: 3.369 0.529 -0.096  0.009
N: 2.418 -0.393 -0.273  0.042
H: -3.329 -5.644 -1.118  0.000
H: -1.144 -6.373 -0.233  0.000
H: 0.743 -4.769 -0.107  0.000
H: -1.762 -1.713 -1.773  0.000
H: -3.650 -3.323 -1.899  0.000
H: 4.305 -2.936 -1.384  0.000
H: 6.100 -1.198 -1.083  0.000
H: 5.436 1.052 -0.220  0.000
H: 3.044 1.483 0.297  0.002
N: -0.084 1.509 3.386  0.145
C: 0.110 2.575 2.643  0.076
N: 0.490 2.456 1.354  0.196
C: 0.657 3.665 0.818  0.140
C: 1.093 3.916 -0.515  0.081
C: 1.233 5.206 -0.922  0.040
C: 0.948 6.286 -0.038  0.236
C: 0.525 6.078 1.275  0.002
C: 0.387 4.779 1.695  0.136
S: -0.096 4.193 3.255  -0.003
H: 0.033 0.591 2.968  0.004
H: -0.338 1.576 4.362  0.003
H: 1.310 3.079 -1.164  0.002
H: 1.571 5.434 -1.923  -0.001
H: 1.070 7.300 -0.396  0.010
H: 0.322 6.916 1.928  -0.003

The net charge is +3. The value obtained for the relative energy (zero: lowest compared OMol25 entry of this formula, charge and spin) is 0.0 kJ/mol. Its spin multiplicity is 5. For the electronic energy, the calculation gives -61553.623 eV. The HOMO energy (alpha / beta) is -0.595 / -0.612 Eh.

---

(3)
Computed, not measured: a 4-piece molecular cluster, C24H33BClF24N2O4 overall, with ωB97M-V/def2-TZVPD.

Last column: Löwdin charge in e.
Element x y z (Å)
C: 6.974 -1.347 1.171  -0.080
C: 5.432 -1.505 1.296  -0.149
B: 4.681 -0.655 0.213  -0.504
O: 4.547 -1.195 -1.031  0.163
C: 4.189 0.874 0.480  -0.127
C: 5.056 1.655 1.476  -0.160
N: 4.768 3.087 1.440  -0.026
C: 3.363 3.301 1.775  -0.192
C: 2.372 2.504 0.933  -0.089
N: 2.728 1.037 0.872  -0.060
C: 2.376 0.330 2.151  -0.142
C: 1.209 -0.629 1.959  -0.629
C: -0.094 0.050 1.566  -0.087
Cl: 1.700 -1.835 0.704  0.737
H: 7.485 -2.229 1.555  0.079
H: 7.271 -1.204 0.131  0.081
H: 7.319 -0.493 1.754  0.069
H: 5.125 -1.254 2.315  0.092
H: 5.169 -2.548 1.102  0.110
H: 3.795 -0.891 -1.542  0.103
H: 4.277 1.405 -0.478  0.155
H: 6.098 1.492 1.199  0.134
H: 4.889 1.289 2.491  0.133
H: 4.900 3.399 0.481  0.119
H: 3.131 4.355 1.619  0.122
H: 3.220 3.105 2.841  0.124
H: 2.331 2.874 -0.094  0.147
H: 1.365 2.599 1.342  0.113
H: 2.168 0.607 0.134  0.138
H: 3.250 -0.177 2.548  0.117
H: 2.069 1.081 2.882  0.141
H: 1.087 -1.193 2.882  0.119
H: 0.056 0.796 0.779  0.079
H: -0.532 0.543 2.436  0.101
H: -0.804 -0.671 1.171  0.062
C: -1.225 5.349 3.213  -0.045
C: 0.301 5.189 3.211  -0.422
C: 1.142 6.183 4.020  -0.302
F: 1.005 7.427 3.541  0.115
F: 2.442 5.817 3.895  0.091
F: 0.774 5.138 1.942  0.116
F: 0.557 3.962 3.777  0.077
O: -1.800 5.993 2.100  0.050
C: -1.968 7.356 2.061  -0.548
C: -1.210 7.976 0.879  -0.286
F: 0.110 7.711 0.987  0.095
F: -1.385 9.309 0.904  0.115
F: -1.630 7.934 3.223  0.160
F: -3.276 7.596 1.849  0.158
H: -1.609 4.330 3.159  0.148
H: -1.571 5.770 4.157  0.153
H: 0.866 6.158 5.077  0.178
H: -1.586 7.569 -0.061  0.176
C: -1.052 -4.282 -0.480  -0.050
C: -1.904 -4.003 0.768  -0.425
C: -1.883 -5.032 1.905  -0.311
F: -2.382 -6.208 1.497  0.113
F: -2.653 -4.564 2.911  0.105
F: -3.173 -3.734 0.411  0.142
F: -1.392 -2.854 1.324  0.059
O: -1.729 -4.778 -1.617  0.021
C: -1.934 -6.123 -1.824  -0.543
C: -3.428 -6.473 -1.894  -0.293
F: -4.037 -6.140 -0.742  0.109
F: -3.547 -7.800 -2.082  0.119
F: -1.295 -6.872 -0.917  0.165
F: -1.412 -6.418 -3.033  0.150
H: -0.700 -3.304 -0.808  0.126
H: -0.162 -4.866 -0.239  0.149
H: -0.864 -5.174 2.277  0.174
H: -3.903 -5.941 -2.722  0.168
C: -3.057 -3.102 -4.928  -0.040
C: -2.807 -2.051 -3.836  -0.434
C: -3.712 -2.080 -2.600  -0.305
F: -4.987 -1.823 -2.932  0.111
F: -3.296 -1.115 -1.738  0.087
F: -2.800 -0.813 -4.367  0.141
F: -1.547 -2.301 -3.362  0.089
O: -3.801 -2.698 -6.056  0.055
C: -5.166 -2.799 -6.103  -0.547
C: -5.824 -1.428 -6.309  -0.286
F: -5.507 -0.602 -5.293  0.100
F: -7.163 -1.590 -6.328  0.108
F: -5.663 -3.429 -5.025  0.152
F: -5.480 -3.543 -7.184  0.152
H: -2.067 -3.322 -5.324  0.153
H: -3.441 -4.029 -4.498  0.137
H: -3.648 -3.045 -2.090  0.152
H: -5.491 -0.992 -7.252  0.177

The net charge is +1. For the electronic energy, the calculation gives -115007.716 eV. The HOMO energy is -0.468 Eh.